C21H27N3O6S2 | ωB97M-V with the def2-TZVPD basis set

net charge: 0
E_LUMO: 0.527 eV
SMILES: CC(=O)NCCc1ccc(S(=O)(=O)Nc2ccc(C)c(S(=O)(=O)N3CCOCC3)c2)cc1
energy above the lowest of the compared OMol25 structures with the same formula, charge and spin: 19.59 kJ/mol

```
59
C21H27N3O6S2 ωB97M-V with the def2-TZVPD basis set
C -0.52 -3.75 0.27
C 0.52 -2.66 0.09
O 0.47 -1.60 0.67
N 1.52 -3.00 -0.74
H 1.45 -3.88 -1.23
C 2.52 -2.06 -1.22
H 2.03 -1.10 -1.39
H 2.91 -2.44 -2.16
C 3.68 -1.86 -0.21
C 3.30 -0.80 0.77
C 3.25 0.52 0.33
C 2.73 1.51 1.14
C 2.26 1.17 2.40
C 2.37 -0.12 2.89
C 2.91 -1.10 2.07
H 2.97 -2.12 2.42
H 2.02 -0.34 3.88
S 1.33 2.39 3.30
O 1.86 2.61 4.61
O 1.10 3.53 2.46
N -0.15 1.63 3.61
C -0.97 1.00 2.70
C -0.63 0.94 1.35
C -1.41 0.22 0.47
C -2.60 -0.38 0.85
C -2.96 -0.27 2.20
C -2.15 0.38 3.11
H -2.43 0.42 4.15
H -3.87 -0.73 2.54
C -3.48 -1.08 -0.13
H -4.03 -0.35 -0.72
H -4.20 -1.72 0.38
H -2.88 -1.67 -0.81
S -0.79 0.08 -1.19
O 0.53 0.65 -1.29
O -0.95 -1.24 -1.76
N -1.93 1.05 -1.98
C -2.13 0.78 -3.40
H -2.10 -0.30 -3.52
C -1.05 1.46 -4.24
O -1.01 2.84 -3.99
C -0.73 3.11 -2.63
C -1.78 2.47 -1.72
H -1.49 2.59 -0.67
H -2.75 2.94 -1.88
H -0.73 4.19 -2.53
H 0.26 2.70 -2.37
H -1.26 1.35 -5.31
H -0.08 1.01 -4.01
H -3.12 1.16 -3.67
H 0.27 1.40 0.98
H -0.39 1.57 4.58
H 2.62 2.53 0.81
H 3.58 0.77 -0.66
H 4.57 -1.56 -0.77
H 3.89 -2.81 0.29
H -1.14 -3.77 -0.63
H -0.06 -4.72 0.41
H -1.15 -3.51 1.12
```

=====

C21H27N3O6S2 | ωB97M-V with the def2-TZVPD basis set

net charge: 0
E_LUMO: 0.424 eV
SMILES: Cc1ccc(N([C@H](C)C(=O)Nc2ccc(S(=O)(=O)N3CCOCC3)cc2)S(C)(=O)=O)cc1
energy above the lowest of the compared OMol25 structures with the same formula, charge and spin: 21.92 kJ/mol

```
59
C21H27N3O6S2 ωB97M-V with the def2-TZVPD basis set
C 1.87 -6.60 -5.54
C 1.46 -5.46 -4.66
C 1.62 -4.14 -5.06
C 1.24 -3.09 -4.24
C 0.68 -3.34 -2.99
C 0.53 -4.66 -2.58
C 0.91 -5.70 -3.41
H 0.78 -6.72 -3.08
H 0.13 -4.89 -1.60
N 0.33 -2.24 -2.19
S 1.62 -1.28 -1.68
O 1.35 -0.93 -0.30
O 2.85 -1.96 -1.96
C 1.54 0.21 -2.68
H 1.88 -0.03 -3.68
H 2.19 0.94 -2.22
H 0.51 0.56 -2.68
C -0.78 -2.34 -1.26
C -2.05 -2.80 -1.98
H -2.88 -2.83 -1.28
H -1.92 -3.78 -2.42
H -2.29 -2.09 -2.77
H -0.55 -3.01 -0.43
C -1.06 -0.92 -0.74
O -1.18 0.01 -1.50
N -1.28 -0.86 0.60
C -1.51 0.27 1.37
C -1.93 1.48 0.82
C -2.15 2.57 1.65
C -1.97 2.45 3.01
C -1.57 1.26 3.57
C -1.34 0.17 2.76
H -1.02 -0.77 3.18
H -1.45 1.19 4.64
S -2.17 3.89 4.06
O -3.08 4.81 3.44
O -2.41 3.46 5.40
N -0.67 4.62 4.05
C -0.26 5.21 2.79
H -1.10 5.77 2.40
C 0.93 6.14 3.07
H 1.34 6.54 2.15
O 1.98 5.43 3.69
C 1.57 4.86 4.91
H 2.44 4.33 5.31
C 0.40 3.89 4.69
H 0.01 3.52 5.64
H 0.74 3.05 4.07
H 1.25 5.65 5.61
H 0.60 6.96 3.72
H 0.05 4.44 2.07
H -2.49 3.51 1.25
H -2.06 1.57 -0.24
H -1.00 -1.67 1.14
H 1.36 -2.07 -4.57
H 2.05 -3.92 -6.03
H 2.25 -6.23 -6.50
H 2.66 -7.18 -5.06
H 1.03 -7.26 -5.73
```

=====

C21H27N4O3PtSe | ωB97M-V with the def2-TZVPD basis set

multiplicity: 5
net charge: +1
E_LUMO (alpha / beta): -2.112 / -5.823 eV

```
57
C21H27N4O3PtSe ωB97M-V with the def2-TZVPD basis set
Pt -0.29 -0.46 -1.24
C 2.26 -2.08 -2.26
N 2.12 -0.98 -1.30
C 2.86 0.21 -1.71
C 2.47 -1.39 0.03
C 3.72 -1.89 0.34
C 4.00 -2.33 1.63
C 3.01 -2.31 2.59
C 1.75 -1.82 2.30
C 1.47 -1.31 1.02
N 0.25 -0.82 0.66
C -0.71 -0.44 1.57
C -0.43 0.28 2.74
C -1.45 0.80 3.50
C -2.77 0.62 3.12
C -3.08 -0.11 1.98
C -2.07 -0.66 1.21
N -2.29 -1.42 0.03
C -2.00 -2.84 0.19
C -3.57 -1.23 -0.64
H 3.31 -2.34 -2.42
H 1.82 -1.79 -3.21
H 1.73 -2.95 -1.88
H 3.93 0.01 -1.76
H 2.68 1.00 -0.99
H 2.52 0.53 -2.70
H 4.50 -1.93 -0.41
H 4.99 -2.71 1.86
H 3.21 -2.70 3.58
H 0.97 -1.87 3.03
H 0.60 0.47 3.00
H -1.21 1.38 4.38
H -3.57 1.04 3.71
H -4.11 -0.24 1.70
H -2.80 -3.34 0.75
H -1.06 -2.99 0.72
H -1.92 -3.31 -0.80
H -4.38 -1.74 -0.11
H -3.50 -1.66 -1.64
H -3.79 -0.17 -0.72
C 0.48 3.76 -1.88
C -0.04 3.17 -0.60
C -0.37 4.07 0.54
O 0.59 2.00 -0.27
C -1.90 2.61 -1.10
O -2.39 3.55 -1.59
O -1.96 1.49 -0.72
H 1.41 4.29 -1.70
H -0.24 4.45 -2.31
H 0.68 2.96 -2.60
H 0.55 4.50 0.96
H -0.87 3.52 1.34
H -1.01 4.89 0.22
H 0.41 1.77 0.65
Se -2.18 -0.83 -5.60
C -1.42 -0.49 -4.09
N -0.88 -0.25 -3.07
```

=====

C21H27N4SbSe4SiY | ωB97M-V with the def2-TZVPD basis set

net charge: -1
E_LUMO: 1.942 eV
energy above the lowest of the compared OMol25 structures with the same formula, charge and spin: 326.60 kJ/mol

```
59
C21H27N4SbSe4SiY ωB97M-V with the def2-TZVPD basis set
Y -0.44 -0.63 -0.63
C -0.44 -0.25 2.85
N 0.53 -0.33 1.77
C 1.13 0.99 1.43
C 1.26 1.11 -0.07
C 2.49 0.48 -0.75
C 2.27 0.68 -2.24
C 1.70 1.81 -2.67
C 1.21 2.78 -1.69
N 0.97 2.44 -0.47
C 1.51 -1.38 2.02
C 0.94 -2.75 1.68
C 1.58 -3.91 2.09
C 1.06 -5.13 1.70
C -0.09 -5.16 0.92
C -0.66 -3.95 0.55
N -0.16 -2.77 0.92
C -1.74 0.34 2.38
C -2.45 1.23 3.17
C -3.66 1.72 2.71
C -4.14 1.29 1.49
C -3.37 0.40 0.75
N -2.18 -0.06 1.18
H -0.04 0.33 3.70
H -0.64 -1.27 3.22
H 2.04 1.12 2.03
H 0.42 1.76 1.73
H 2.51 -0.62 -0.59
H 2.60 -0.09 -2.92
H 1.53 1.99 -3.72
H 0.92 3.77 -2.00
H 1.86 -1.38 3.06
H 2.39 -1.21 1.41
H 2.47 -3.85 2.70
H 1.54 -6.05 2.01
H -0.53 -6.09 0.59
H -1.53 -3.92 -0.09
H -2.03 1.55 4.12
H -4.22 2.43 3.31
H -5.06 1.64 1.06
H -3.71 0.09 -0.23
Se -0.68 -0.59 -5.87
Sb -1.58 -1.27 -3.73
Se 0.47 -2.37 -2.49
Se -1.79 1.11 -2.32
Se -4.13 0.78 -2.61
C 5.42 0.74 -1.61
Si 4.21 1.10 -0.22
C 4.21 2.93 0.16
C 4.83 0.18 1.31
H 6.43 1.03 -1.34
H 5.13 1.29 -2.51
H 5.42 -0.32 -1.86
H 5.20 3.25 0.51
H 3.47 3.17 0.93
H 3.95 3.51 -0.72
H 5.86 0.48 1.52
H 4.82 -0.90 1.16
H 4.23 0.41 2.20
```